The ion C10H21N2S with charge +1 in a non-equilibrium geometry. Source: the OMol25 dataset; level of theory: ωB97M-V/def2-TZVPD.

Each line ends with the natural charge from an NBO analysis.
CARTESIAN COORDINATES (ANGSTROEM)
C -0.74 -2.05 0.54  -0.555
C -0.66 -0.62 -0.04  0.097
C 0.20 0.04 -1.25  0.005
C -2.00 0.02 0.21  -0.664
C 0.58 0.19 3.20  -0.621
C 0.58 2.14 -2.40  -0.611
C -1.05 0.60 -3.44  -0.626
C 1.84 0.59 2.22  -0.423
C 1.75 0.02 0.85  -0.256
C -0.50 1.17 -2.15  -0.251
N -0.67 -4.31 1.94  -0.994
N 0.51 0.35 0.19  -0.411
S -1.55 -3.12 1.81  1.033
H 0.04 -2.74 0.07  0.225
H 0.91 -0.66 -1.71  0.250
H -2.81 -0.43 -0.39  0.264
H -2.14 1.08 0.36  0.233
H -2.33 -0.40 1.25  0.225
H 0.78 -0.86 3.36  0.227
H 0.80 0.87 4.12  0.243
H -0.33 0.50 2.70  0.194
H 0.12 3.00 -2.99  0.250
H 1.43 1.54 -2.89  0.224
H 1.00 2.61 -1.39  0.196
H -2.05 0.96 -3.69  0.243
H -1.11 -0.53 -3.45  0.227
H -0.27 0.86 -4.26  0.227
H 2.85 0.16 2.72  0.248
H 2.04 1.68 2.17  0.212
H 2.54 0.64 0.31  0.226
H 2.12 -1.01 0.81  0.248
H -1.39 1.62 -1.60  0.229
H -0.82 -5.26 2.28  0.440
H 0.33 1.33 0.55  0.445

Calculated values
E_LUMO (alpha / beta), eV: -4.13 / -3.88
ΔE to the lowest compared entry with this formula, charge and spin, kcal per mole: 64.7
Orbital gap (alpha / beta), eV: 7.7 / 8.2
Highest occupied orbital energy (alpha / beta), eV: -11.8 / -12.1
Charge: +1

=====

The ion C11H16Cl2NO5S with charge -1 in a non-equilibrium geometry. Source: the OMol25 dataset; level of theory: ωB97M-V/def2-TZVPD.

Each line ends with the natural charge from an NBO analysis.
CARTESIAN COORDINATES (ANGSTROEM)
C -0.39 -3.63 0.92  -0.278
O -1.28 -2.46 0.73  -0.573
C -0.46 -1.21 0.78  0.080
N -1.26 -0.14 0.07  -0.531
C -2.55 0.20 0.79  0.136
Cl -2.70 0.82 2.54  -0.071
C -3.86 -0.02 0.06  0.036
C -3.86 -0.61 -1.48  -0.686
Cl -5.44 0.37 0.96  -0.048
C -0.45 1.08 -0.30  -0.025
S 0.67 0.57 -1.76  -0.080
C 0.45 1.71 0.92  -0.490
C 1.98 1.14 1.03  -0.097
O 2.98 1.88 0.23  -0.555
C 4.16 0.96 0.21  0.805
C 4.75 0.52 -1.29  -0.729
O 4.76 0.54 1.36  -0.597
C -1.46 2.24 -0.94  0.701
O -1.96 3.27 -0.20  -0.713
O -1.84 2.28 -2.39  -0.818
H -0.95 -4.41 1.60  0.198
H -0.05 -4.10 -0.12  0.183
H 0.58 -3.28 1.50  0.175
H 0.56 -1.49 0.26  0.211
H -0.33 -0.99 1.94  0.174
H -3.53 -1.75 -1.54  0.232
H -3.05 -0.02 -2.10  0.296
H -4.91 -0.40 -1.96  0.228
H -0.21 -0.23 -2.55  0.170
H 0.54 2.88 0.70  0.276
H -0.03 1.62 1.99  0.257
H 2.30 1.28 2.17  0.195
H 2.10 -0.01 0.81  0.188
H 4.29 1.26 -2.09  0.252
H 5.92 0.73 -1.28  0.239
H 4.53 -0.60 -1.57  0.256

Calculated values
E_LUMO, eV: 2.48
Orbital gap, eV: 6.8
Highest occupied orbital energy, eV: -4.4
SMILES: COCN(/C(Cl)=C(\C)Cl)[C@](S)(CCOC(C)=O)C(=O)[O-]
Charge: -1

=====

A structure of composition C11H30LaN7O6P2S in a non-equilibrium geometry. Source: the OMol25 dataset; level of theory: ωB97M-V/def2-TZVPD.

Each line ends with the natural charge from an NBO analysis.
CARTESIAN COORDINATES (ANGSTROEM)
La -0.60 0.41 -0.19  2.107
N 3.32 2.23 0.99  -0.686
C 1.97 2.14 1.65  -0.605
C 1.91 2.80 3.01  -0.653
P 0.76 2.83 0.42  2.356
O 1.21 4.35 0.37  -0.994
O -0.67 2.63 0.81  -1.138
O 1.10 2.08 -0.85  -1.167
P 1.50 0.34 1.76  2.353
O 2.56 -0.17 2.84  -0.994
O 0.06 0.25 2.18  -1.143
O 1.75 -0.30 0.41  -1.150
H 3.62 3.20 0.89  0.452
H 3.21 1.82 0.05  0.478
H 4.02 1.70 1.51  0.452
H 1.96 3.89 2.94  0.246
H 2.70 2.45 3.67  0.240
H 0.95 2.55 3.46  0.271
H 0.50 5.00 0.46  0.546
H 2.15 -0.41 3.68  0.540
C -3.90 -0.20 -0.75  -0.435
N -3.00 0.96 -0.83  -0.557
C -3.59 2.06 -0.03  -0.419
C -2.92 1.42 -2.24  -0.243
C -2.26 0.40 -3.17  -0.246
N -0.87 0.05 -2.76  -0.553
C -0.59 -1.33 -3.19  -0.423
C 0.08 0.94 -3.47  -0.417
H -4.85 0.00 -1.25  0.219
H -4.12 -0.42 0.30  0.232
H -3.45 -1.09 -1.19  0.214
H -4.59 2.31 -0.41  0.212
H -2.97 2.94 -0.08  0.230
H -3.68 1.76 1.01  0.224
H -2.37 2.37 -2.27  0.217
H -3.94 1.61 -2.62  0.227
H -2.24 0.83 -4.18  0.229
H -2.85 -0.51 -3.21  0.222
H -0.70 -1.44 -4.27  0.213
H -1.27 -2.03 -2.70  0.225
H 0.44 -1.59 -2.92  0.211
H 0.00 0.78 -4.55  0.211
H 1.10 0.71 -3.16  0.224
H -0.13 1.98 -3.24  0.221
C 2.93 -4.54 2.40  -0.670
C 1.97 -4.13 1.35  0.364
N 2.00 -4.46 0.10  -0.216
N 0.94 -3.86 -0.46  -0.334
C 0.23 -3.13 0.41  0.258
S -1.23 -2.29 0.14  -0.346
N 0.87 -3.33 1.58  -0.184
N 0.54 -2.76 2.80  -0.629
H 3.68 -5.18 1.95  0.276
H 2.42 -5.09 3.19  0.244
H 3.40 -3.66 2.84  0.246
H 0.72 -4.03 -1.43  0.442
H -0.40 -2.37 2.75  0.409
H 0.59 -3.47 3.52  0.391

Calculated values
E_LUMO, eV: -4.97
ΔE to the lowest compared entry with this formula, charge and spin, kcal per mole: 9.7
Orbital gap, eV: 9.4
Highest occupied orbital energy, eV: -14.4
Charge: +2

=====

The ion C2H6N2O2P with charge -1 in a non-equilibrium geometry. Source: the OMol25 dataset; level of theory: ωB97M-V/def2-TZVPD.

Each line ends with the natural charge from an NBO analysis.
CARTESIAN COORDINATES (ANGSTROEM)
C -0.61 0.85 0.27  -0.245
C -1.10 -0.60 -0.14  -0.242
N 0.59 1.13 -0.45  -0.943
N -0.18 -1.73 0.02  -0.904
O 2.01 0.06 1.48  -1.130
O 2.70 -0.26 -1.08  -1.124
P 1.70 -0.11 0.03  2.278
H -1.26 1.66 -0.17  0.164
H -0.54 0.89 1.28  0.193
H -2.15 -0.62 0.38  0.128
H -1.34 -0.41 -1.17  0.144
H 0.37 1.03 -1.45  0.368
H -0.20 -1.89 1.00  0.314

Calculated values
E_LUMO, eV: 4.18
ΔE to the lowest compared entry with this formula, charge and spin, kcal per mole: 36.6
Orbital gap, eV: 8.3
Highest occupied orbital energy, eV: -4.1
Charge: -1

=====

The molecule C12H15BOS in a non-equilibrium geometry. Source: the OMol25 dataset; level of theory: ωB97M-V/def2-TZVPD.

Each line ends with the natural charge from an NBO analysis.
CARTESIAN COORDINATES (ANGSTROEM)
B 0.61 0.66 0.35  1.304
C 2.52 2.39 -3.73  -0.269
C 1.82 1.67 -4.76  -0.177
C 2.27 2.05 -2.38  -0.223
C 0.74 0.88 -4.43  -0.229
C 1.18 1.23 -2.09  0.151
C 0.45 0.55 -3.10  -0.185
C -1.90 -1.79 2.91  -0.389
C -0.59 -2.41 2.52  -0.394
C -1.77 -0.30 3.26  -0.402
C -0.04 -1.65 1.37  -0.382
C -1.36 0.48 2.01  -0.378
C -0.02 -0.10 1.63  -0.618
O 1.00 0.93 -0.78  -0.631
S -0.87 -0.45 -2.78  -0.385
H 3.14 3.19 -4.11  0.216
H 2.10 1.66 -5.76  0.205
H 2.56 2.60 -1.56  0.203
H 0.39 0.29 -5.27  0.222
H -2.56 -1.68 2.06  0.189
H -2.36 -2.42 3.58  0.213
H -0.06 -2.39 3.49  0.191
H -0.61 -3.40 2.17  0.220
H -2.84 -0.03 3.41  0.218
H -1.24 -0.13 4.12  0.202
H 0.94 -2.01 1.22  0.216
H -0.74 -1.85 0.62  0.229
H -2.06 0.38 1.28  0.214
H -1.20 1.62 2.12  0.209
H 0.50 0.03 2.61  0.261

Calculated values
E_LUMO, eV: -0.49
ΔE to the lowest compared entry with this formula, charge and spin, kcal per mole: 70.2
Orbital gap, eV: 6.0
Highest occupied orbital energy, eV: -6.4
Charge: 0

=====

A cluster of 3 separate species, C3H14N2O2 in total in a non-equilibrium geometry. Source: the OMol25 dataset; level of theory: ωB97M-V/def2-TZVPD.

Each line ends with the natural charge from an NBO analysis.
CARTESIAN COORDINATES (ANGSTROEM)
N 1.91 1.22 1.19  -0.823
C 1.75 0.11 0.08  -0.230
C 0.75 0.53 -1.03  -0.413
C 0.23 -0.65 -1.97  -0.218
N -1.18 -0.32 -2.40  -0.843
H 2.21 2.10 0.64  0.326
H 0.95 1.56 1.53  0.366
H 2.71 -0.15 -0.29  0.188
H 1.37 -0.77 0.69  0.199
H 0.81 1.36 -1.56  0.199
H -0.34 0.75 -0.54  0.190
H 0.94 -0.80 -2.82  0.175
H 0.31 -1.53 -1.47  0.175
H -1.69 -1.09 -2.10  0.339
H -1.32 -0.28 -3.45  0.364
O -0.27 0.41 2.64  -0.950
H -0.83 0.52 1.86  0.482
H -0.60 -0.35 3.08  0.471
O -2.31 -1.04 0.94  -0.940
H -2.39 -1.54 0.19  0.478
H -2.93 -1.09 1.53  0.465

Calculated values
E_LUMO, eV: 0.46
ΔE to the lowest compared entry with this formula, charge and spin, kcal per mole: 67.4
Orbital gap, eV: 9.3
Highest occupied orbital energy, eV: -8.8
SMILES: NCCCN.O.O
Charge: 0

=====

A structure of composition C4H5N. Source: the OMol25 dataset; level of theory: ωB97M-V/def2-TZVPD.

Each line ends with the natural charge from an NBO analysis.
CARTESIAN COORDINATES (ANGSTROEM)
N 0.68 1.33 -0.32  -0.678
C 1.24 0.22 -0.01  0.113
C 0.44 -0.98 0.23  -0.461
C -0.85 -0.66 0.11  -0.059
C -1.75 0.30 0.08  -0.206
H 1.36 2.08 -0.42  0.347
H 2.33 0.11 0.09  0.170
H 0.87 -1.95 0.45  0.241
H -1.95 -0.96 0.61  0.311
H -2.36 0.50 -0.80  0.222

Calculated values
E_LUMO, eV: 0.88
ΔE to the lowest compared entry with this formula, charge and spin, kcal per mole: 112.5
Orbital gap, eV: 9.0
Highest occupied orbital energy, eV: -8.1
Charge: 0

=====

A structure of composition HNO2S2 in a non-equilibrium geometry. Source: the OMol25 dataset; level of theory: ωB97M-V/def2-TZVPD.

Each line ends with the natural charge from an NBO analysis.
CARTESIAN COORDINATES (ANGSTROEM)
N -0.39 0.39 0.34  -0.899
O 2.02 1.25 0.07  -0.798
O 1.51 -1.26 -0.33  -0.833
S -1.61 -0.66 0.35  0.402
S 1.04 0.09 -0.31  2.017
H -2.56 0.19 -0.12  0.111

Calculated values
E_LUMO (alpha / beta), eV: -2.40 / -2.54
ΔE to the lowest compared entry with this formula, charge and spin, kcal per mole: 24.7
Orbital gap (alpha / beta), eV: 7.5 / 7.3
Highest occupied orbital energy (alpha / beta), eV: -9.9 / -9.8
Charge: 0

=====

The molecule C5H9IS4 in a non-equilibrium geometry. Source: the OMol25 dataset; level of theory: ωB97M-V/def2-TZVPD.

Each line ends with the natural charge from an NBO analysis.
CARTESIAN COORDINATES (ANGSTROEM)
C 2.06 0.02 -0.84  -0.373
C 1.14 0.28 0.07  -0.017
C 1.52 0.50 1.55  -0.653
C -0.30 0.35 -0.35  -0.323
C -0.90 -0.94 0.02  -0.430
S -1.19 1.71 0.40  0.034
S -0.44 0.69 -2.29  -0.047
S -0.31 -2.41 -0.58  0.146
S -2.44 -0.84 0.73  0.402
I -5.23 -0.44 -0.04  -0.444
H 1.93 -0.16 -1.92  0.212
H 2.97 -0.01 -0.45  0.195
H 2.50 0.92 1.62  0.227
H 1.55 -0.58 2.15  0.236
H 0.88 1.31 2.02  0.227
H -0.07 2.48 0.83  0.160
H -1.61 1.21 -2.08  0.140
H 0.43 -1.91 -1.71  0.164
H -2.48 -2.18 0.89  0.144

Calculated values
E_LUMO (alpha / beta), eV: -1.94 / -1.45
ΔE to the lowest compared entry with this formula, charge and spin, kcal per mole: 35.1
Orbital gap (alpha / beta), eV: 5.7 / 6.9
Highest occupied orbital energy (alpha / beta), eV: -7.7 / -8.3
Charge: 0

=====

A cluster of 2 separate species, C10H18N2O2S in total in a non-equilibrium geometry. Source: the OMol25 dataset; level of theory: ωB97M-V/def2-TZVPD.

Each line ends with the natural charge from an NBO analysis.
CARTESIAN COORDINATES (ANGSTROEM)
N 1.03 1.86 0.73  -0.822
C 0.30 1.03 1.69  -0.135
C 1.28 0.29 2.51  -0.178
C 1.67 -0.95 2.24  -0.166
C 1.03 -1.90 1.25  -0.469
C -0.15 -1.20 0.61  -0.130
C -0.49 0.05 0.80  -0.240
S -2.13 0.69 0.38  2.267
N -2.80 0.49 1.87  -1.115
O -2.16 2.12 0.05  -0.936
O -2.79 -0.23 -0.52  -0.950
H 0.40 2.34 0.13  0.374
H 1.66 2.45 1.20  0.358
H -0.28 1.56 2.36  0.185
H 1.71 0.83 3.35  0.210
H 2.34 -1.48 2.89  0.203
H 0.66 -2.79 1.68  0.233
H 1.81 -2.10 0.32  0.239
H -0.88 -1.67 0.06  0.226
H -3.51 -0.31 1.91  0.430
H -3.15 1.41 2.32  0.425
C 1.79 -0.03 -1.82  -0.418
C 0.52 -0.21 -2.17  0.037
C -0.40 0.91 -2.42  -0.650
C -0.06 -1.52 -2.47  -0.644
H 2.47 -0.72 -1.36  0.181
H 2.41 0.83 -2.08  0.194
H 0.29 1.74 -2.76  0.213
H -1.08 0.67 -3.27  0.209
H -1.00 1.29 -1.63  0.226
H 0.19 -1.76 -3.50  0.221
H -1.07 -1.49 -2.39  0.216
H 0.38 -2.24 -1.94  0.205

Calculated values
E_LUMO, eV: 0.39
ΔE to the lowest compared entry with this formula, charge and spin, kcal per mole: 94.7
Orbital gap, eV: 8.5
Highest occupied orbital energy, eV: -8.2
SMILES: N[C@@H]1C=CCC=C1S(N)(=O)=O.C=C(C)C
Charge: 0

=====

The ion CH5FN3 with charge +1 in a non-equilibrium geometry. Source: the OMol25 dataset; level of theory: ωB97M-V/def2-TZVPD.

Each line ends with the natural charge from an NBO analysis.
CARTESIAN COORDINATES (ANGSTROEM)
N 1.44 -0.47 0.24  -0.662
N 0.20 -0.85 -0.24  -0.434
C -1.01 0.04 -0.12  0.896
N -0.82 1.30 -0.03  -0.724
F -2.11 -0.56 -0.12  -0.207
H 1.94 -1.30 0.59  0.411
H 1.97 0.19 -0.18  0.386
H -0.11 -1.84 -0.27  0.432
H -1.60 1.91 -0.08  0.454
H 0.10 1.57 0.22  0.447

Calculated values
E_LUMO, eV: -4.00
ΔE to the lowest compared entry with this formula, charge and spin, kcal per mole: 10.8
Orbital gap, eV: 10.1
Highest occupied orbital energy, eV: -14.1
SMILES: N/[NH+]=C(\N)F
Charge: +1

=====

A structure of composition CH8F3KO7S in a non-equilibrium geometry. Source: the OMol25 dataset; level of theory: ωB97M-V/def2-TZVPD.

Each line ends with the natural charge from an NBO analysis.
CARTESIAN COORDINATES (ANGSTROEM)
K 1.61 -0.90 1.46  0.997
C -2.12 -0.69 -3.86  0.735
F -3.27 -0.66 -4.45  -0.310
F -2.33 -1.45 -2.79  -0.345
F -1.15 -1.27 -4.65  -0.349
S -1.87 1.22 -3.33  2.259
O -0.66 1.26 -2.46  -1.025
O -1.86 2.08 -4.53  -0.967
O -3.04 1.52 -2.54  -0.997
O 4.58 -2.26 -1.83  -0.951
H 5.50 -2.52 -1.70  0.471
H 4.52 -2.08 -2.77  0.481
O 1.98 3.71 2.31  -0.933
H 1.64 3.13 2.99  0.463
H 2.58 4.30 2.77  0.470
O 0.66 0.86 5.15  -0.954
H -0.11 0.47 5.57  0.482
H 1.35 0.80 5.80  0.473
O -2.45 -2.19 3.02  -0.950
H -3.23 -2.26 2.47  0.483
H -2.35 -3.07 3.39  0.467

Calculated values
E_LUMO, eV: -1.93
ΔE to the lowest compared entry with this formula, charge and spin, kcal per mole: 79.3
Orbital gap, eV: 5.4
Highest occupied orbital energy, eV: -7.3
Charge: 0